24
Properties=species:S:1:pos:R:3 method="wB97M-V/def2-TZVPD" de_lowest_kcal_mol=63.7 total_charge=0 homo_ev=-9.033 lumo_ev=0.84 smiles=CN[C@H](C)CC(C)(O)O molar_mass_g_mol=133.2 homo_lumo_gap_ev=9.87
C -0.701 -0.749 1.349
C 0.014 0.476 -0.843
C -0.340 0.554 0.667
C -1.769 -1.607 0.723
C 2.446 0.861 -0.688
C -1.173 0.865 -1.722
N 1.166 1.293 -1.222
O -0.633 -0.749 2.674
O 0.733 -1.787 1.285
H 0.292 -1.483 2.482
H 1.533 -1.290 1.063
H 0.993 2.269 -1.004
H 0.294 -0.558 -1.070
H -1.197 1.218 0.823
H 0.483 0.983 1.241
H -2.727 -1.098 0.860
H -1.599 -1.771 -0.339
H -1.809 -2.564 1.239
H 2.508 0.832 0.413
H 2.673 -0.139 -1.066
H 3.230 1.531 -1.041
H -2.055 0.266 -1.488
H -0.926 0.735 -2.775
H -1.436 1.914 -1.561